Entry 1:
6 unconnected molecules or ions with the total composition C30H75F6N5O10P at a distorted geometry. Source: the Open Molecules 2025 dataset; level of theory: wB97M-V/def2-TZVPD.

Structure (XYZ):
```
127
Properties=species:S:1:pos:R:3:forces:R:3:lowdin_charge:R:1
P 0.449208 -0.369183 2.295472 -1.66 -2.61 0.53 0.2447
F -0.445596 -0.368925 3.670275 1.08 -0.61 -1.04 -0.1511
F -0.939823 -0.545001 1.378114 1.01 0.13 0.54 -0.1844
F 0.253697 1.186076 2.220077 0.13 1.84 -0.05 -0.1347
F 1.317705 -0.278955 0.897474 0.14 -0.31 -0.51 -0.1868
F 1.854478 -0.232897 3.072142 -0.60 0.22 0.20 -0.1432
F 0.616571 -2.020517 2.250703 -0.17 1.54 0.37 -0.1702
C -0.729352 -3.482190 -0.143616 0.47 0.21 0.35 -0.1259
O -1.667939 -3.441666 -1.177007 -1.01 0.62 -0.77 -0.1885
C -1.212543 -3.747795 -2.484604 -0.25 -0.47 0.19 -0.1941
C -2.386340 -3.839971 -3.538467 1.12 1.11 0.86 -0.1631
N -2.834111 -2.490822 -3.926181 0.19 -0.60 0.00 -0.0832
C -3.892854 -2.561421 -4.946905 0.95 1.15 0.60 -0.1761
C -4.095107 -1.102890 -5.347415 -1.09 0.83 0.44 -0.2597
O -4.944437 -0.865167 -6.425601 -0.31 -0.12 -2.10 -0.1862
C -4.229051 -0.844466 -7.655111 -0.28 0.26 0.13 -0.0996
H -1.232373 -3.204892 0.782761 -0.13 -0.45 -0.07 0.0883
H 0.082561 -2.756395 -0.189776 0.08 0.41 -0.62 0.0588
H -0.226694 -4.448009 -0.092348 -0.19 -0.40 0.20 0.0882
H -0.612312 -4.651384 -2.378112 -0.31 -0.73 -0.44 0.1110
H -0.457775 -3.037042 -2.821167 -0.20 0.54 -0.16 0.0892
H -3.264427 -4.378834 -3.182504 0.30 -0.67 0.25 0.1146
H -1.972864 -4.279675 -4.446089 -0.05 -0.35 0.10 0.1138
H -3.271438 -2.089716 -3.108891 0.09 0.28 0.30 0.1127
H -4.776594 -3.021169 -4.504483 -0.37 -0.11 -0.52 0.1223
H -3.504865 -3.107981 -5.806459 -0.21 -0.24 0.01 0.1182
H -3.140493 -0.598881 -5.498331 0.32 -0.28 -0.09 0.0907
H -4.644571 -0.477770 -4.643562 0.47 -0.55 1.25 0.1254
H -4.818621 -0.458822 -8.486850 -0.60 -0.33 0.26 0.0850
H -3.879787 -1.849169 -7.893237 0.35 0.09 -0.19 0.0852
H -3.435292 -0.101335 -7.578861 0.57 -0.29 0.08 0.0827
C 2.665249 -1.205424 -1.770276 -0.82 0.07 -0.39 -0.0981
O 2.972773 -0.132036 -2.691748 1.03 -2.01 1.57 -0.1760
C 4.394710 -0.081981 -2.703073 0.13 3.13 -1.52 -0.2075
C 4.731939 1.224009 -3.538496 -0.22 -0.59 0.86 -0.1739
N 4.011468 2.401625 -3.007728 1.13 0.16 -0.55 -0.0469
C 4.338812 3.634955 -3.746661 -1.99 -0.09 -0.76 -0.1814
C 3.380321 4.792301 -3.285494 0.96 -0.85 1.43 -0.1821
O 2.135361 4.262872 -2.818207 0.58 -0.17 -0.03 -0.2026
C 1.268861 5.227769 -2.297633 -0.77 0.80 -0.86 -0.1397
H 2.999626 -2.180878 -2.123525 0.19 -0.03 -0.34 0.0923
H 1.587627 -1.282283 -1.625630 -0.02 0.24 -0.23 0.0604
H 3.103951 -1.078147 -0.780616 0.22 0.38 0.06 0.0797
H 4.907875 -0.905074 -3.200333 -0.34 -0.44 0.02 0.1200
H 4.827089 0.057359 -1.712245 -0.22 -0.20 0.38 0.1019
H 4.505927 0.990641 -4.578958 -0.24 0.41 -0.06 0.1140
H 5.794969 1.449886 -3.454577 0.49 -0.46 -0.25 0.1056
H 4.490483 2.568820 -2.134409 -0.64 -0.22 0.68 0.0630
H 4.153759 3.461212 -4.806692 -0.15 -0.17 -0.14 0.1088
H 5.384632 3.939900 -3.709513 0.20 0.23 0.38 0.1108
H 3.323202 5.600763 -4.014339 -0.46 -0.17 -0.37 0.1178
H 3.827130 5.237132 -2.396339 0.32 0.30 0.16 0.1086
H 0.592898 4.885550 -1.514008 0.03 -0.78 -0.15 0.0645
H 0.659707 5.545645 -3.143791 -0.42 0.44 0.15 0.0923
H 1.689452 6.124907 -1.843395 0.80 0.05 -0.17 0.0902
C -4.604872 4.458536 5.259563 0.47 -0.52 -1.34 -0.0817
O -4.515510 3.802241 3.979579 -0.98 -0.34 0.20 -0.2300
C -3.207410 3.493316 3.530550 -0.84 -1.24 -0.75 -0.1957
C -3.331064 2.563846 2.215086 1.41 2.45 1.55 -0.1784
N -3.809645 3.347948 1.057817 1.52 -1.00 1.11 -0.0500
C -3.866495 2.408365 -0.065233 -1.05 0.28 0.41 -0.2191
C -3.837732 3.059284 -1.412809 0.83 0.20 -0.81 -0.2275
O -3.714847 2.013903 -2.382230 -0.70 0.10 -1.22 -0.2088
C -3.528701 2.446566 -3.759489 -0.30 0.17 0.85 -0.0716
H -5.583696 4.316577 5.717670 -0.06 -0.20 -0.37 0.0827
H -4.471174 5.518713 5.044510 0.36 0.18 0.65 0.0842
H -3.856112 3.988178 5.896909 0.15 0.52 0.35 0.0827
H -2.682249 2.910782 4.287501 0.10 -0.22 0.17 0.1080
H -2.661133 4.429971 3.419357 0.28 0.00 -0.67 0.1140
H -3.845602 1.634125 2.457950 -0.61 0.12 0.03 0.1210
H -2.307935 2.255053 2.000733 0.18 -0.04 -0.02 0.0869
H -4.635759 3.813891 1.404977 -0.61 -0.21 -0.88 0.1053
H -4.817376 1.878563 -0.008445 -0.09 -0.52 -0.21 0.1283
H -3.086543 1.652192 0.024002 0.18 0.18 0.14 0.1051
H -3.003876 3.721484 -1.645795 0.41 0.29 0.75 0.1095
H -4.710980 3.711616 -1.410167 -0.56 -0.17 -0.94 0.1225
H -3.347696 1.606536 -4.430071 0.12 -0.30 0.55 0.0625
H -2.690834 3.138711 -3.843370 0.22 0.06 0.14 0.0812
H -4.402956 2.947962 -4.174684 -0.27 0.13 0.30 0.0857
C 5.618542 2.147982 0.336432 0.96 0.59 -0.48 -0.1138
O 4.336565 2.537024 -0.116654 -0.84 -0.50 0.96 -0.2298
C 3.257543 2.417028 0.862393 -0.51 0.19 -2.67 -0.0841
C 1.876942 2.716089 0.121341 1.28 1.09 -0.15 -0.0870
N 1.380810 1.721973 -0.825314 -1.31 0.63 3.46 0.2360
C -0.079409 1.741228 -0.938895 -0.68 -0.72 -3.60 -0.0901
C -0.584622 0.551088 -1.851114 0.77 0.26 0.67 -0.1490
O 0.200148 0.483131 -3.049285 -0.81 1.53 1.73 -0.1846
C -0.257763 -0.281776 -4.123650 -0.15 -0.67 0.49 -0.0871
H 5.797078 1.140935 0.713347 -0.88 -0.23 0.23 0.0923
H 6.068634 2.860826 1.027361 -0.33 0.11 0.43 0.0876
H 6.279051 2.210115 -0.528414 -0.12 0.03 -0.31 0.0839
H 3.420297 3.177778 1.625857 -0.26 -0.33 0.34 0.1333
H 3.203406 1.379416 1.191816 0.15 0.13 0.60 0.1124
H 1.753269 3.720693 -0.283085 0.71 -0.01 -0.30 0.1090
H 1.054389 2.725606 0.836486 0.13 -0.30 0.69 0.1271
H 1.563702 0.876570 -0.303824 0.94 -1.76 -0.92 0.0865
H -0.383442 2.687155 -1.387090 0.05 0.10 0.03 0.1247
H -0.607695 1.615411 0.006194 0.59 -0.05 0.49 0.1148
H -1.667482 0.660515 -1.910586 -0.16 0.43 -0.92 0.1122
H -0.520813 -0.357750 -1.252753 0.55 -0.41 0.01 0.1023
H -1.289982 -0.099726 -4.422794 -0.01 0.70 -0.20 0.0601
H -0.325982 -1.325048 -3.815383 0.47 -0.28 -0.35 0.0559
H 0.490496 -0.080921 -4.890375 -0.37 -0.37 -0.25 0.1028
C -0.413502 -4.309847 10.134550 0.17 0.10 0.53 -0.1321
O -0.373240 -3.982248 8.771698 0.04 0.21 -0.46 -0.1837
C 0.386370 -4.891297 7.980700 -0.75 -0.55 -0.69 -0.2253
C 0.247714 -4.555552 6.498097 1.02 1.25 0.41 -0.2000
N 1.366080 -5.090053 5.690441 -0.15 0.01 -1.28 -0.0491
C 1.168763 -4.816364 4.239111 0.52 0.05 -0.98 -0.1945
C 2.504393 -4.733741 3.435159 0.42 -0.86 1.02 -0.2064
O 3.452573 -3.936019 4.103133 0.75 0.13 0.98 -0.2036
C 3.309346 -2.552337 3.942832 -0.18 0.65 -0.39 -0.1290
H -0.596072 -5.370990 10.304063 0.09 -0.20 -0.06 0.0824
H -1.185232 -3.764065 10.677378 -0.39 0.14 -0.59 0.0823
H 0.489137 -3.997793 10.659872 0.51 -0.28 -0.11 0.0815
H -0.070582 -5.874881 8.089533 0.58 -0.45 0.54 0.1189
H 1.459628 -4.847888 8.165997 0.05 -0.27 0.65 0.1238
H 0.461418 -3.487115 6.527596 -1.16 0.58 -0.44 0.1175
H -0.739222 -4.824203 6.121441 0.19 0.18 -0.20 0.1256
H 2.136015 -4.453663 5.839808 0.51 -0.19 0.73 0.0835
H 0.759596 -3.835048 3.998883 -0.84 0.12 0.54 0.0898
H 0.563925 -5.601806 3.785947 -0.22 0.12 -0.02 0.1127
H 2.469169 -4.369856 2.408300 -0.95 0.05 -0.14 0.1147
H 2.974981 -5.715753 3.387209 -0.01 -0.16 0.07 0.1156
H 4.110839 -1.985154 4.416125 0.33 -0.55 0.20 0.0893
H 2.397022 -2.124379 4.358318 -0.28 -0.33 -0.03 0.0716
H 3.350619 -2.296308 2.884132 -0.19 0.08 -0.22 0.0766
```
Positions in Å, forces in eV/Å.

Summary:
spin multiplicity: 2
net charge: 0
M: 810.9 g/mol
Kohn-Sham gap (alpha / beta): 8.830 / 4.817 eV
calculated total energy: -85839.3814 eV
HOMO (alpha / beta): -8.44 / -8.44 eV

Entry 2:
C4H13N2S in the gas phase at a distorted geometry. Source: the Open Molecules 2025 dataset; level of theory: wB97M-V/def2-TZVPD.

Structure (XYZ):
```
20
Properties=species:S:1:pos:R:3:forces:R:3:lowdin_charge:R:1
N 1.167669 -1.080317 -1.341927 -3.28 0.06 -0.91 0.0351
C 0.548936 -0.018088 -0.429671 -0.74 -2.01 0.00 -0.4964
C 0.510263 1.390816 -0.927573 0.11 -0.09 -0.63 -0.5933
S 2.204850 1.866872 -0.931359 1.60 1.24 -0.56 0.6889
C -0.893604 -0.494182 -0.219179 -0.72 -0.21 0.99 -0.2448
N -1.398581 0.076622 1.026533 -2.08 1.37 -0.67 -0.1516
C -1.107364 -0.609532 2.244859 -1.03 2.10 1.73 -0.1441
H 2.142685 -0.977708 -1.317129 2.26 -0.04 -0.44 0.0265
H 0.760392 -0.967117 -2.377609 0.90 -0.24 1.39 0.0953
H 0.885097 -2.149354 -0.980359 0.55 1.08 -0.31 0.0643
H 1.198220 -0.038423 0.465602 -0.79 -0.14 -0.15 0.1138
H -0.020383 1.509500 -1.906375 0.44 -0.04 0.95 0.0990
H 0.088973 1.944478 -0.105869 -0.86 0.24 -0.01 0.0725
H 2.038762 3.203893 -0.801338 0.03 -0.30 -0.07 -0.1282
H -1.528197 -0.030379 -1.014359 0.53 -0.83 0.30 0.1249
H -0.971330 -1.623421 -0.206023 0.08 1.04 -0.32 0.0907
H -2.435051 0.183479 0.959258 1.35 -0.04 -0.06 0.1246
H -1.621943 -0.130854 3.155677 0.39 -0.35 -1.52 0.1108
H -0.088925 -0.476021 2.502086 1.25 -0.60 0.07 0.0601
H -1.480476 -1.580258 2.204756 0.01 -2.23 0.21 0.0520
```
Positions in Å, forces in eV/Å.

Summary:
spin multiplicity: 2
net charge: 0
M: 121.2 g/mol
Kohn-Sham gap (alpha / beta): 4.582 / 10.010 eV
calculated total energy: -18169.9746 eV
HOMO (alpha / beta): -3.81 / -9.32 eV

Entry 3:
C4H7NOP2S in the gas phase at a distorted geometry. Source: the Open Molecules 2025 dataset; level of theory: wB97M-V/def2-TZVPD.

Structure (XYZ):
```
16
Properties=species:S:1:pos:R:3:forces:R:3:lowdin_charge:R:1
C 1.573154 -0.635152 -0.221695 4.73 -0.65 -0.04 -0.3649
C 1.623892 0.821225 -0.516937 -0.43 0.82 -2.16 -0.8399
C -0.606982 -0.485552 -0.405546 -0.69 1.45 -1.19 -0.6801
C -1.113126 -0.099713 0.955853 -1.79 -3.04 -0.85 -0.1351
N 0.564828 -1.331838 -0.235019 -2.86 -1.10 -0.27 0.0571
O 4.541662 1.826738 2.704994 -0.81 -0.15 -0.95 -0.5749
P 4.040545 1.424436 1.360018 0.32 0.01 0.52 0.6476
P 1.760079 1.764107 1.088712 0.93 0.74 -0.11 0.6597
S -0.096406 1.011422 -1.308164 1.71 0.63 0.42 0.8252
H 2.553680 -1.189254 -0.004477 -1.13 0.97 -0.17 0.1335
H 2.368964 1.111602 -1.366573 -1.05 -0.68 1.82 0.1007
H -1.429562 -0.751265 -1.103977 0.60 -1.20 0.83 0.0987
H -0.421061 0.483735 1.465509 1.29 0.46 1.27 -0.0248
H -1.364975 -1.128176 1.379401 0.21 1.65 0.41 0.1147
H -1.982273 0.507574 0.826008 -0.83 0.17 0.12 0.0667
H 2.213181 2.958075 0.420843 -0.19 -0.10 0.36 -0.0843
```
Positions in Å, forces in eV/Å.

Summary:
net charge: 0
M: 179.1 g/mol
Kohn-Sham gap: 7.405 eV
calculated total energy: -37209.9184 eV
HOMO: -8.67 eV

> The lowest M belongs to which entry?

C4H13N2S

> Look up the calculated total energy of the second one.

-18169.9746 eV

> The lowest M belongs to which entry?

C4H13N2S

> Which value of M does entry 1 give?

810.9 g/mol